No. 1
16
Properties=species:S:1:pos:R:3:forces:R:3 method="wB97M-V/def2-TZVPD" lumo_energy_ha=0.034 charge=0 homo_energy_ev=-9.91 largest_force_ev_per_a=1.0 e_tot_ev=-8866.2644
C -0.772707 -0.562879 1.310135 -0.4 0.4 -0.5
C -0.235629 0.069385 -0.117845 0.1 -0.4 0.4
C -0.486920 -1.093771 -1.081231 0.1 -0.2 0.0
C -0.117495 1.463154 -0.994794 -0.4 -0.1 0.3
O 1.185364 1.709137 -0.404168 0.1 -0.2 0.2
C 1.119826 0.553233 0.317490 0.4 -0.5 0.5
N 1.775766 0.120972 1.295828 0.6 0.1 -0.4
H -0.878450 0.091416 2.185594 -0.1 0.3 -0.6
H -1.672614 -1.159227 1.167210 -0.3 0.3 -0.1
H 0.006648 -1.280973 1.651553 -0.3 0.6 -0.8
H 0.054271 -1.967527 -0.720903 0.0 -0.2 -0.1
H -1.560316 -1.321749 -1.034775 0.3 0.0 -0.1
H -0.246058 -0.924008 -2.136419 0.2 0.1 0.3
H -0.749516 2.358282 -0.939511 0.0 -0.4 0.5
H 0.069968 1.254938 -2.068805 -0.5 -0.2 0.6
H 2.571147 0.679658 1.561944 0.3 0.3 -0.1


No. 2
17
Properties=species:S:1:pos:R:3:forces:R:3 method="wB97M-V/def2-TZVPD" lumo_energy_ha="0.015 / 0.013" charge=0 homo_energy_ev="-7.54 / -7.73" largest_force_ev_per_a=2.8 e_tot_ev=-9227.5266
C 2.124269 0.152394 -0.650671 -0.3 0.0 -0.1
N 1.278650 -0.290970 0.437723 1.3 -0.4 0.4
N 1.310000 -1.628548 0.538381 0.1 -0.2 0.0
H -0.181104 0.999580 0.845456 -1.8 0.7 -0.6
H 0.771644 -1.987851 1.315011 -0.1 0.1 -0.2
H 1.214377 -2.178964 -0.320038 0.2 0.2 0.2
H 1.955049 1.217665 -0.792970 0.0 0.0 0.0
H 1.900761 -0.358650 -1.600362 0.0 0.0 0.1
H 3.180097 -0.012326 -0.404693 -0.1 0.0 0.0
C -1.133584 1.159936 0.147738 2.7 -0.6 0.0
C -2.403497 1.303175 0.758162 -1.2 0.0 0.5
N -0.799721 -0.087776 -0.592602 -0.9 -0.7 -0.4
N -1.509534 -1.077707 -0.346905 0.4 0.7 0.5
H -1.021625 -1.910148 -0.720711 -0.3 0.3 -0.5
H -0.838781 2.001023 -0.485769 -0.1 -0.1 0.0
H -2.952553 0.434706 1.088434 0.0 0.0 0.0
H -2.894447 2.264462 0.783816 0.0 0.0 0.1


No. 3
63
Properties=species:S:1:pos:R:3:forces:R:3 method="wB97M-V/def2-TZVPD" lumo_energy_ha=-0.144 charge=+1 homo_energy_ev=-11.26 largest_force_ev_per_a=1.2 e_tot_ev=-91760.0415
Ta -0.578280 -0.995784 1.169152 -0.1 0.5 -0.7
C 1.390997 -3.624617 -1.518190 0.0 -0.1 0.0
C 0.358762 -3.424797 -0.473062 0.0 0.5 0.1
O 0.355972 -2.216306 0.072899 0.5 -1.0 -0.3
C -0.542375 -4.339938 -0.056746 -0.2 -0.1 0.1
C -1.459320 -4.095838 1.003662 0.0 -0.1 -0.1
C -2.305073 -5.234862 1.469998 0.0 0.0 0.0
N -1.571560 -2.908319 1.579804 -0.2 0.1 0.2
N -2.491129 -2.905722 2.643946 0.2 0.0 -0.3
C -2.449283 -1.780736 3.238318 0.0 0.4 0.0
O -1.558673 -0.846342 2.800279 -0.1 -0.1 0.3
C -3.342100 -1.386774 4.327869 0.1 0.0 0.0
C -4.410357 -2.209310 4.681133 0.0 0.0 0.0
C -5.256448 -1.824796 5.704616 0.0 0.0 0.0
C -5.041167 -0.624415 6.373406 0.0 0.0 0.0
C -3.979263 0.194787 6.020163 0.0 0.0 0.0
C -3.127251 -0.184119 4.994154 0.0 0.1 0.1
H 2.382121 -3.598468 -1.060236 0.0 0.0 0.0
H 1.337058 -2.808626 -2.239609 0.0 0.0 0.0
H 1.254801 -4.575931 -2.025644 0.0 0.0 0.0
H -0.534941 -5.322313 -0.502584 0.0 0.0 0.0
H -2.039769 -6.147857 0.945171 0.0 0.0 0.0
H -3.355900 -5.000714 1.289162 0.0 0.0 0.0
H -2.200910 -5.372023 2.544330 0.0 0.0 0.0
H -4.571129 -3.136094 4.147336 0.0 0.0 0.0
H -6.089111 -2.457831 5.980708 0.0 0.0 0.0
H -5.707787 -0.327378 7.172569 0.0 0.0 0.0
H -3.814738 1.128592 6.540724 0.0 0.0 0.0
H -2.299839 0.450191 4.707935 0.0 0.0 0.0
C 5.326799 2.983985 -1.230724 0.0 0.0 0.0
C 4.110560 3.637680 -1.872601 -0.1 0.0 0.0
C 4.372209 3.888152 -3.346858 0.1 0.0 0.0
C 3.120658 4.340812 -4.072231 0.0 0.0 0.0
C 2.063440 3.285546 -3.937831 0.0 0.0 0.0
C 1.170403 3.015244 -4.945275 0.0 0.0 0.0
C 0.175223 2.052276 -4.774426 0.0 0.0 -0.1
F -0.666763 1.833997 -5.790150 0.0 0.0 0.0
C 0.034358 1.357843 -3.612075 0.0 0.0 0.0
C 0.938465 1.618333 -2.572028 -0.1 -0.1 0.1
C 0.762806 0.952098 -1.299221 0.0 0.1 -0.1
O -0.071038 0.029016 -1.122850 -0.1 -0.2 0.4
C 1.620331 1.397097 -0.252346 0.0 0.0 -0.1
C 2.666541 2.231450 -0.496230 0.0 0.1 -0.1
N 2.882309 2.787596 -1.694357 0.0 -0.1 -0.1
C 1.970081 2.554238 -2.735569 0.2 0.1 0.1
C 1.292537 0.685236 0.987467 -0.4 0.0 0.5
O 1.914740 -0.254613 1.470313 0.0 -0.1 -0.1
O 0.041581 0.879689 1.412280 0.4 0.3 0.3
H 6.213419 3.552777 -1.509927 0.0 0.0 0.0
H 5.447753 1.963169 -1.597516 0.0 0.0 0.0
H 5.293514 2.965205 -0.143154 0.0 0.0 0.0
H 3.897572 4.591505 -1.383040 0.0 0.0 0.0
H 4.759378 2.972208 -3.803549 0.0 0.0 0.0
H 5.158076 4.640138 -3.415091 0.0 0.0 0.0
H 3.322879 4.537431 -5.124078 0.0 0.0 0.0
H 2.758338 5.278071 -3.637287 0.0 0.0 0.0
H 1.220013 3.557215 -5.881525 0.0 0.0 0.0
H -0.758079 0.635860 -3.470656 0.0 0.0 0.0
H 3.370370 2.485163 0.282227 0.0 0.0 0.0
Cl -2.828167 -1.625960 -1.779885 0.1 0.1 0.1
Si -2.710176 -0.312612 -0.187986 -0.4 -0.2 -0.3
Cl -4.451862 -0.554573 0.874226 0.1 -0.1 0.0
Cl -2.771577 1.615066 -0.869307 0.1 -0.1 0.0


No. 4
53
Properties=species:S:1:pos:R:3:forces:R:3 method="wB97M-V/def2-TZVPD" lumo_energy_ha=0.094 charge=-1 homo_energy_ev=-3.55 largest_force_ev_per_a=0.5 e_tot_ev=-103781.9146
Ga 0.042783 0.118157 -0.191569 0.2 0.2 -0.4
C 3.636373 -2.903673 1.293963 0.0 0.0 -0.1
C 3.080097 -1.648025 1.963087 0.0 0.0 0.0
C 3.764842 -0.398013 1.478325 0.0 0.0 0.0
C 4.862880 0.113524 2.157650 -0.1 0.0 0.0
C 5.514779 1.249649 1.704591 0.0 0.0 -0.1
C 5.057220 1.888390 0.564274 0.0 0.0 0.0
C 3.964091 1.407108 -0.151101 0.0 0.0 0.0
C 3.481589 2.159717 -1.367015 -0.1 0.1 0.1
C 4.340084 1.924098 -2.607213 0.0 0.0 0.0
C 3.344532 0.240377 0.307452 -0.1 -0.1 -0.1
N 2.249793 -0.305231 -0.423785 0.0 0.1 0.1
C 2.490482 -0.834863 -1.569760 -0.1 0.0 -0.1
C 1.409869 -1.198331 -2.428214 0.2 0.0 0.1
C 1.371767 -1.923518 -3.618124 -0.1 0.0 -0.1
C 0.019780 -1.993967 -3.976272 0.1 0.0 0.0
C -0.684549 -1.298029 -2.987466 0.0 0.0 0.0
N 0.150335 -0.815908 -2.057947 0.0 -0.1 0.2
H 3.125558 -3.797762 1.654144 0.0 0.0 0.0
H 4.707155 -3.010637 1.477410 0.0 0.0 0.0
H 3.488808 -2.853032 0.213008 0.0 0.0 0.0
H 3.191603 -1.715964 3.048826 0.1 0.0 0.0
H 2.011981 -1.589083 1.759670 0.0 0.0 0.0
H 5.196022 -0.383931 3.061973 0.0 0.0 0.0
H 6.360773 1.647433 2.250274 0.0 0.0 0.0
H 5.540771 2.795943 0.219657 0.0 0.0 0.0
H 3.491919 3.224086 -1.117742 0.0 0.0 0.0
H 2.431931 1.929177 -1.552677 0.0 0.0 0.0
H 5.393433 2.137680 -2.409975 0.0 0.0 0.0
H 4.012797 2.563900 -3.427662 0.0 0.0 0.0
H 4.275824 0.890366 -2.951958 0.0 0.0 0.0
H 3.518621 -0.981884 -1.910738 0.0 0.0 0.0
H 2.219227 -2.334975 -4.143887 0.0 0.0 0.0
H -0.403540 -2.465461 -4.848678 0.0 0.0 0.0
H -1.746581 -1.112919 -2.927820 0.0 0.0 0.0
S -1.189985 -3.354206 2.481150 0.1 -0.1 0.1
C -0.189343 -3.873846 1.195269 -0.1 0.0 -0.1
C 0.133441 -2.840361 0.371642 0.1 0.0 0.0
C -0.387786 -1.570463 0.784309 0.0 -0.1 0.2
C -1.126674 -1.721554 1.926403 -0.1 0.2 0.1
C -1.840944 -0.646699 2.640881 0.1 -0.3 -0.1
C -2.325962 -0.755954 3.944181 0.0 0.1 0.0
C -2.971601 0.338756 4.490847 0.0 0.0 0.1
C -3.099010 1.503137 3.746274 0.0 0.0 -0.1
C -2.572217 1.516550 2.460770 0.0 0.0 0.1
N -1.984093 0.459917 1.925527 0.0 0.2 -0.1
H 0.089932 -4.910626 1.101189 0.0 0.0 0.0
H 0.744007 -2.967305 -0.513304 0.0 0.0 0.0
H -2.185917 -1.662248 4.518129 0.0 0.0 0.0
H -3.361900 0.288296 5.500652 0.0 0.0 0.0
H -3.588799 2.379756 4.147183 0.0 0.0 0.0
H -2.594036 2.395279 1.825323 0.0 0.0 0.0
S -0.051490 2.236353 -0.253899 -0.1 -0.1 0.1


No. 5
15
Properties=species:S:1:pos:R:3:forces:R:3 method="wB97M-V/def2-TZVPD" lumo_energy_ha="-0.024 / 0.007" charge=0 homo_energy_ev="-8.06 / -8.82" largest_force_ev_per_a=2.0 e_tot_ev=-8289.7452
C 0.532251 2.232213 0.004915 0.0 0.1 0.2
C -0.472316 1.278909 -0.518835 -0.9 1.2 -0.2
C -0.159944 -0.094592 -0.823010 0.7 -1.1 0.6
N 0.130258 -0.791406 0.495377 -0.4 -0.1 -0.2
C 0.465104 -2.200826 0.487989 -0.5 -0.4 0.1
C -0.864092 -1.669442 1.035341 1.9 0.3 -0.7
N -1.997395 -1.773337 1.429233 -0.7 -0.2 0.3
H 1.557189 1.868572 -0.125778 -0.1 0.1 0.0
H 0.383906 2.403906 1.083699 0.1 0.0 -0.2
H 0.426019 3.213411 -0.477380 0.1 -0.2 0.1
H -1.509730 1.604340 -0.560503 0.2 -0.1 0.0
H -0.936595 -0.632373 -1.381930 0.1 0.1 0.1
H 0.804354 -0.157298 -1.345068 -0.2 -0.1 -0.1
H 0.364527 -2.761541 -0.445810 0.0 0.1 0.1
H 1.276463 -2.520534 1.141760 -0.3 0.1 0.0


No. 6
11
Properties=species:S:1:pos:R:3:forces:R:3 method="wB97M-V/def2-TZVPD" lumo_energy_ha=0.041 charge=0 smiles=C1O[C@H]2C[C@@H]12 homo_energy_ev=-8.38 largest_force_ev_per_a=2.2 e_tot_ev=-6287.0314
C -0.394673 -0.430496 -1.451186 -0.8 1.1 1.5
O 0.637689 -1.176111 -0.815970 0.0 0.1 0.1
C 0.338225 -0.695838 0.470664 0.3 -0.3 0.7
C 0.775816 0.705178 0.694669 0.0 0.1 -0.1
C -0.593875 0.421990 0.130944 -0.4 -0.8 0.5
H -0.412041 0.697884 -1.287963 0.7 -0.1 -2.1
H -1.325828 -0.994801 -1.401834 0.0 0.3 -0.4
H 0.177112 -1.417001 1.261596 0.3 -0.1 0.1
H 0.750830 1.016602 1.737823 0.0 0.0 -0.2
H 1.580477 1.131309 0.096378 -0.2 -0.1 0.0
H -1.533732 0.741284 0.564880 0.1 -0.2 0.0


Question: What is the charge in the fifth record?
Answer: 0


Repeat the fifth record exactly.
15
Properties=species:S:1:pos:R:3:forces:R:3 method="wB97M-V/def2-TZVPD" lumo_energy_ha="-0.024 / 0.007" charge=0 homo_energy_ev="-8.06 / -8.82" largest_force_ev_per_a=2.0 e_tot_ev=-8289.7452
C 0.532251 2.232213 0.004915 0.0 0.1 0.2
C -0.472316 1.278909 -0.518835 -0.9 1.2 -0.2
C -0.159944 -0.094592 -0.823010 0.7 -1.1 0.6
N 0.130258 -0.791406 0.495377 -0.4 -0.1 -0.2
C 0.465104 -2.200826 0.487989 -0.5 -0.4 0.1
C -0.864092 -1.669442 1.035341 1.9 0.3 -0.7
N -1.997395 -1.773337 1.429233 -0.7 -0.2 0.3
H 1.557189 1.868572 -0.125778 -0.1 0.1 0.0
H 0.383906 2.403906 1.083699 0.1 0.0 -0.2
H 0.426019 3.213411 -0.477380 0.1 -0.2 0.1
H -1.509730 1.604340 -0.560503 0.2 -0.1 0.0
H -0.936595 -0.632373 -1.381930 0.1 0.1 0.1
H 0.804354 -0.157298 -1.345068 -0.2 -0.1 -0.1
H 0.364527 -2.761541 -0.445810 0.0 0.1 0.1
H 1.276463 -2.520534 1.141760 -0.3 0.1 0.0


Question: What is the charge in the second record?
Answer: 0